DFT (ωB97M-V with the def2-TZVPD basis set) results for C2H3NP2 in the gas phase in a non-equilibrium geometry.

Structure (XYZ):
```
8
C2H3NP2 (ωB97M-V with the def2-TZVPD basis set)
C 1.6787 0.7337 -0.0392
C 0.7327 -0.1366 0.2323
N -0.1922 -0.8415 0.3891
P -1.8440 -0.7962 -0.1130
P -2.7947 0.8694 0.2292
H 2.5839 0.6642 -0.7087
H 1.4763 1.6752 0.5907
H -1.6407 -2.1681 -0.5805
```

The calculation puts the energy at -815.33165 a.u. Its SMILES is C=C=N[PH]#P. The value obtained for the frontier orbital gap is 7.45 eV. The value obtained for the energy relative to the best compared isomer or geometry (same formula, charge and spin) is 59.00 kcal per mole. Its total charge is 0. The HOMO energy comes out at -8.29 eV.